The following is a DFT calculation (ωB97M-V/def2-TZVPD) of a molecular structure, C40H42InN5O9P2S.

## Properties
Relative energy (zero: lowest compared OMol25 entry of this formula, charge and spin) (kJ/mol): 39.7
Lowest unoccupied orbital energy (hartree): -0.043
Net charge: 0
Total energy (eV): -102628.166

Each line ends with the Löwdin charge.
Positions of all 100 atoms, in Å:
In1 0.63527 -1.10717 -1.10718  0.8971
C1 1.82178 0.66516 2.27880  -0.1854
P1 0.51466 -0.26121 1.41405  1.0730
C2 -0.80392 1.06206 1.62186  -0.3436
N1 -1.44103 0.98050 2.75876  0.1252
C3 -2.38996 1.89241 3.07776  -0.2003
C4 -3.05979 1.82233 4.31931  -0.0039
C5 -4.04186 2.72726 4.60148  -0.0635
C6 -4.40891 3.71575 3.65749  -0.0624
C7 -3.77248 3.79966 2.45218  -0.0074
C8 -2.72789 2.89553 2.15345  -0.2082
N2 -2.04775 3.00251 0.98940  0.1349
C9 -1.06903 2.17163 0.72141  -0.3389
P2 -0.38473 2.30933 -0.98690  1.1292
C10 -2.65567 0.35917 -3.03002  -0.0292
C11 -0.30892 4.13999 -1.43146  -0.6804
C12 0.57120 4.92961 -0.46652  -0.0726
C13 -1.71946 4.74523 -1.50592  -0.1003
C14 0.28821 4.15335 -2.84605  -0.0851
C15 -0.02105 -1.74466 2.43921  -0.6738
C16 0.13307 -1.50087 3.94593  -0.0767
C17 -1.47255 -2.06867 2.05265  -0.0775
C18 0.85531 -2.94364 2.05205  -0.0889
H1 1.35735 1.11061 3.15780  0.0631
H2 2.19238 1.44972 1.62012  0.0555
H3 2.64242 0.01523 2.57141  0.0233
H4 -2.77606 1.05024 5.02359  0.1167
H5 -4.55387 2.69577 5.55503  0.1089
H6 -5.20112 4.41280 3.89803  0.1088
H7 -4.03425 4.55114 1.71712  0.1149
H8 -2.83037 1.43876 -3.04459  0.0711
H9 -3.36649 -0.11433 -3.71086  0.0955
H10 -1.64038 0.16567 -3.37679  0.0690
H11 0.22207 4.82874 0.56331  0.0787
H12 0.53065 5.98879 -0.73733  0.0915
H13 1.61292 4.61157 -0.51188  0.0776
H14 -2.09862 4.99530 -0.52296  0.0540
H15 -2.42909 4.06213 -1.98345  0.0706
H16 -1.67752 5.65696 -2.10955  0.0853
H17 1.31984 3.79558 -2.86742  0.0762
H18 0.29347 5.17633 -3.22870  0.0936
H19 -0.29553 3.53686 -3.53399  0.0887
H20 -0.47327 -0.67069 4.28537  0.0568
H21 1.17815 -1.31782 4.20397  0.0843
H22 -0.18499 -2.40531 4.47118  0.0935
H23 -2.16381 -1.28230 2.34374  0.0684
H24 -1.77424 -2.98913 2.55555  0.0968
H25 -1.56396 -2.23874 0.97654  0.0554
H26 1.87865 -2.83203 2.40073  0.0689
H27 0.88777 -3.09733 0.97038  0.0484
H28 0.43145 -3.84066 2.50781  0.0997
O1 -6.95412 1.03490 -0.74332  0.1184
C19 -6.62105 -0.27247 -0.69822  -0.4826
O2 -7.40915 -1.07996 -0.29787  0.1314
C20 -5.24749 -0.64441 -1.16412  -0.1283
C21 -4.21081 0.19775 -1.12254  0.0200
C22 -2.85155 -0.20617 -1.60398  -0.3057
C23 -2.64330 -1.69579 -1.61253  -0.2575
C24 -3.81382 -2.51789 -1.78983  0.0007
C25 -5.04884 -2.02504 -1.59275  0.0065
N3 -1.42916 -2.18189 -1.50510  0.0151
C26 -1.17236 -3.51963 -1.49791  -0.1477
C27 0.12710 -4.02243 -1.51970  -0.2964
C28 0.37928 -5.42105 -1.46202  -0.0267
C29 1.65763 -5.88719 -1.50946  -0.0593
C30 2.73177 -4.97944 -1.63007  -0.0590
C31 2.44665 -3.64822 -1.66227  -0.1140
N4 1.18217 -3.16367 -1.59913  0.0052
H29 -6.25432 1.55249 -1.15586  0.0951
H30 -4.30852 1.22522 -0.77911  0.1224
H31 -2.09787 0.23589 -0.95576  0.0633
H32 -3.70743 -3.56337 -2.04677  0.1060
H33 -5.92678 -2.65070 -1.67916  0.1194
H34 -1.98352 -4.23146 -1.47085  0.0987
H35 -0.46443 -6.09267 -1.37317  0.1135
H36 1.84968 -6.95168 -1.46188  0.1097
H37 3.75470 -5.31910 -1.69707  0.1059
H38 3.23079 -2.91849 -1.77547  0.1077
O3 2.61404 1.18913 -3.77017  0.1314
C32 1.90718 1.03174 -2.81337  -0.5815
O4 0.84760 0.25495 -2.74585  -0.1535
C33 2.23729 1.88552 -1.53438  -0.4537
O5 3.30608 2.34849 -1.31433  0.1714
O6 1.23500 2.06599 -0.58624  -0.2804
O7 5.02757 -3.30789 1.77650  -0.2884
S1 4.78782 -1.89553 1.69957  0.6459
O8 4.76094 -1.15892 2.93531  -0.3051
N5 3.39888 -1.59828 0.84963  -0.0191
C34 3.67606 -1.02342 -0.29166  -0.4995
O9 2.82060 -0.74929 -1.19787  -0.1156
C35 5.11105 -0.72846 -0.53785  -0.1306
C36 5.67048 -0.15574 -1.66574  0.0204
C37 7.05514 -0.04070 -1.70357  -0.0498
C38 7.83936 -0.47782 -0.63845  -0.0611
C39 7.26619 -1.04811 0.49393  -0.0287
C40 5.89262 -1.15681 0.51688  -0.2028
H39 5.03405 0.19216 -2.47165  0.1234
H40 7.52989 0.38844 -2.57712  0.1093
H41 8.91559 -0.37384 -0.69434  0.1073
H42 7.87330 -1.39431 1.32085  0.1227

The following is a DFT calculation (ωB97M-V/def2-TZVPD) of a molecular structure, C40H43AsAuBFN6.

## Properties
Relative energy (zero: lowest compared OMol25 entry of this formula, charge and spin) (kJ/mol): 35.1
Lowest unoccupied orbital energy (alpha / beta) (hartree): -0.075 / -0.170
Multiplicity: 3
Net charge: +1
Total energy (eV): -119038.444

Each line ends with the Mulliken spin population.
Positions of all 93 atoms, in Å:
Au1 -0.13961 0.93535 0.25418  0.5444
C1 -0.20194 4.70072 1.42758  0.0117
C2 -0.09966 4.29871 -0.00613  -0.0123
C3 -0.06989 5.15121 -1.11105  0.0044
C4 0.00523 4.33572 -2.22141  -0.0059
C5 0.06839 4.71551 -3.66421  0.0001
N1 0.02027 3.06101 -1.79302  -0.0120
N2 -0.03969 3.03612 -0.42867  0.1244
B1 0.07800 1.76523 -2.64301  0.0040
N3 -1.26685 0.98577 -2.41049  -0.0062
N4 -1.90867 1.09114 -1.20065  0.0369
C6 -3.17679 0.74747 -1.38472  0.0103
C7 -4.17299 0.84455 -0.27680  -0.0008
C8 -3.37838 0.41722 -2.73353  0.0125
C9 -2.15516 0.58909 -3.34837  0.0027
C10 -1.78782 0.41343 -4.78534  0.0007
N5 1.38125 0.99720 -2.26224  -0.0196
N6 1.75858 0.89064 -0.95679  0.1041
C11 3.01330 0.46844 -0.91549  -0.0080
C12 3.70720 0.24294 0.38539  -0.0038
C13 3.48905 0.33625 -2.22730  0.0110
C14 2.43513 0.68530 -3.04716  0.0057
C15 2.37820 0.72325 -4.53831  -0.0002
H1 -0.09008 5.78017 1.50704  0.0001
H2 0.57002 4.23644 2.03862  -0.0027
H3 -1.17413 4.43620 1.84743  -0.0060
H4 -0.09476 6.22884 -1.09775  0.0008
H5 0.04303 5.79963 -3.75217  0.0003
H6 -0.77432 4.30572 -4.22183  -0.0002
H7 0.98520 4.35477 -4.13153  -0.0002
H8 0.14449 2.04302 -3.80382  -0.0004
H9 -3.67257 1.06748 0.66684  0.0059
H10 -4.74869 -0.07312 -0.16557  -0.0006
H11 -4.87928 1.64964 -0.48282  -0.0014
H12 -4.29938 0.10958 -3.20414  -0.0001
H13 -2.64438 0.03320 -5.33770  0.0003
H14 -0.96320 -0.29211 -4.90147  0.0002
H15 -1.47844 1.35677 -5.23693  0.0001
H16 3.00248 0.34291 1.21211  0.0091
H17 4.50564 0.97307 0.52401  -0.0014
H18 4.15689 -0.75075 0.42886  -0.0001
H19 4.47322 0.02424 -2.53856  0.0016
H20 3.31744 0.35473 -4.94602  0.0002
H21 2.21605 1.73574 -4.90947  0.0002
H22 1.56845 0.09891 -4.91953  0.0002
C16 -3.99784 -3.92850 -0.45494  0.0015
C17 -4.01344 -2.73862 0.25681  0.0032
C18 -2.83800 -2.02233 0.43064  0.0105
C19 -1.64800 -2.49631 -0.09952  0.0057
C20 -1.62549 -3.69941 -0.79826  -0.0041
C21 -2.80375 -4.41037 -0.97683  -0.0005
As1 -0.01524 -1.54573 0.30548  0.1186
C22 1.20649 -2.17833 -1.04097  0.0189
C23 0.79135 -2.13921 -2.36955  -0.0044
C24 1.63674 -2.59520 -3.36916  0.0001
C25 2.89973 -3.07567 -3.04567  0.0022
C26 3.32228 -3.09099 -1.72346  -0.0004
C27 2.47868 -2.63739 -0.71810  -0.0025
C28 0.49612 -2.40337 1.95565  -0.0267
C29 0.81186 -3.76031 1.99903  0.0060
C30 1.06135 -4.36486 3.22079  0.0010
C31 0.98634 -3.62506 4.39684  0.0050
C32 0.65759 -2.27923 4.35327  0.0206
C33 0.41329 -1.66864 3.12918  0.0321
H23 -4.91469 -4.48619 -0.59779  0.0002
H24 -4.94104 -2.37227 0.67923  0.0001
H25 -2.84007 -1.10439 1.00275  0.0069
H26 -0.70167 -4.08618 -1.20794  0.0015
H27 -2.78702 -5.34550 -1.52139  0.0001
H28 -0.19545 -1.76487 -2.62211  -0.0007
H29 1.30821 -2.58139 -4.40131  0.0001
H30 3.55636 -3.43716 -3.82671  -0.0001
H31 4.30948 -3.45715 -1.47148  0.0003
H32 2.81279 -2.65030 0.31148  0.0009
H33 0.84893 -4.34998 1.09234  0.0006
H34 1.30606 -5.41864 3.25730  0.0003
H35 1.17991 -4.10446 5.34820  0.0002
H36 0.58956 -1.69969 5.26606  -0.0081
H37 0.15685 -0.61964 3.09112  -0.0091
F1 -0.10543 0.21215 8.41604  0.0171
C34 -0.05022 0.62576 7.14326  0.1831
C35 1.19114 0.77757 6.54466  -0.0583
C36 1.24480 1.20018 5.23448  0.1579
C37 0.06507 1.48610 4.50347  0.0227
C38 0.12671 1.90935 3.16359  0.6140
C39 -1.17563 1.31640 5.16639  0.1508
C40 -1.23614 0.88808 6.47455  -0.0675
H38 2.08735 0.56659 7.11327  -0.0016
H39 2.20520 1.32329 4.74778  0.0012
H40 1.08546 2.07270 2.68504  -0.0147
H41 -0.77700 2.21860 2.64991  0.0026
H42 -2.09144 1.53246 4.62835  0.0042
H43 -2.17891 0.76079 6.99016  -0.0012

The following is a DFT calculation (ωB97M-V/def2-TZVPD) of a molecular structure, C40H43GeN3O5PRhSSe2.

## Properties
Relative energy (zero: lowest compared OMol25 entry of this formula, charge and spin) (kJ/mol): 277.2
Lowest unoccupied orbital energy (alpha / beta) (hartree): -0.219 / -0.299
Multiplicity: 5
Net charge: +2
Total energy (eV): -267210.211

Each line ends with the Mulliken spin population.
Positions of all 97 atoms, in Å:
Rh1 0.13549 1.01742 0.17825  0.0646
Se1 -2.29158 1.49044 0.16430  0.3558
P1 -3.35624 -0.42749 0.42851  -0.0441
Se2 -2.46372 -1.28691 -1.34832  0.6681
C1 -2.99770 -1.31636 1.93595  -0.0128
C2 -3.48793 -0.77652 3.12707  0.0009
C3 -3.21562 -1.41282 4.32483  0.0034
C4 -2.46257 -2.58190 4.33541  0.0007
C5 -1.99212 -3.12739 3.14902  0.0068
C6 -2.25886 -2.49483 1.94439  0.0030
C7 -5.11829 -0.16301 0.34544  0.0007
C8 -5.67978 1.06949 0.02292  0.0014
C9 -7.05953 1.18781 -0.04453  0.0001
C10 -7.86458 0.08431 0.19600  0.0000
C11 -7.30167 -1.14666 0.51150  0.0011
C12 -5.92754 -1.27583 0.59265  0.0002
H1 -4.08110 0.13129 3.11590  -0.0004
H2 -3.59642 -1.00330 5.25076  0.0001
H3 -2.25406 -3.07830 5.27403  -0.0001
H4 -1.42830 -4.05059 3.16199  0.0004
H5 -1.91448 -2.93394 1.01512  -0.0014
H6 -5.05434 1.92893 -0.17609  -0.0002
H7 -7.50524 2.14244 -0.28807  0.0001
H8 -8.94049 0.18182 0.13869  0.0000
H9 -7.93499 -2.00310 0.69788  0.0000
H10 -5.48870 -2.23267 0.85114  0.0001
O1 4.69848 -5.05806 1.34374  -0.0026
C13 3.68776 -4.28115 1.70836  -0.0537
O2 3.07859 -4.41972 2.73344  0.0814
C14 3.32621 -3.12140 0.83508  0.3139
C15 1.88380 -2.97843 0.50297  0.2276
C16 1.48167 -1.59227 -0.07325  0.2227
C17 2.53271 -0.52199 -0.05913  0.1526
C18 3.91764 -0.91376 -0.01782  0.3569
C19 4.26160 -2.15574 0.47119  -0.0041
N1 2.08005 0.69625 -0.10241  0.0520
C20 2.82361 1.85197 -0.23952  0.3425
C21 2.09027 3.05420 -0.21098  0.1278
C22 2.70311 4.30858 -0.34506  0.1643
C23 1.93156 5.45097 -0.31338  -0.0276
C24 0.55684 5.32916 -0.15455  0.1453
C25 0.00125 4.06451 -0.02347  -0.0031
N2 0.72611 2.95037 -0.04029  0.1226
H11 4.83352 -5.01002 0.38114  -0.0016
H12 1.25747 -3.34126 1.31704  0.0024
H13 -0.50447 -1.52965 0.01238  0.0017
H14 4.68932 -0.19206 -0.24325  -0.0242
H15 5.31115 -2.36813 0.64248  0.0097
H16 3.89316 1.83530 -0.39062  -0.0515
H17 3.77597 4.35807 -0.47200  -0.0005
H18 2.38985 6.42533 -0.41398  0.0022
H19 -0.08810 6.19553 -0.13131  0.0013
H20 -1.06656 3.94732 0.10206  0.0070
C26 5.78558 0.54083 3.47854  0.0009
C27 4.40086 -0.05963 3.67599  -0.0093
C28 3.29418 0.84044 3.13231  0.0043
C29 1.92131 0.18578 3.24125  -0.0214
Ge1 0.29321 1.08797 2.63143  -0.0198
C30 -0.05191 2.91818 3.21220  -0.0065
C31 1.18198 3.82149 3.31936  0.0133
C32 1.87763 3.69408 4.67105  0.0018
C33 3.18741 4.46654 4.72942  0.0001
H21 6.56386 -0.10657 3.88056  0.0001
H22 5.86943 1.50789 3.97793  0.0001
H23 5.99964 0.69865 2.41700  -0.0003
H24 4.22170 -0.24416 4.73836  -0.0003
H25 4.34193 -1.03888 3.18740  0.0026
H26 3.52492 1.09289 2.09408  -0.0007
H27 3.30935 1.78897 3.67657  0.0054
H28 1.69973 -0.01552 4.29730  -0.0010
H29 1.92337 -0.80243 2.76598  -0.0032
H30 -0.87483 0.15044 2.97368  0.0073
H31 -0.54299 2.83132 4.18726  -0.0024
H32 -0.80713 3.32852 2.53917  0.0017
H33 0.88903 4.86528 3.17305  -0.0032
H34 1.90240 3.59756 2.52248  -0.0052
H35 2.05558 2.63612 4.89649  0.0001
H36 1.19747 4.05293 5.44799  0.0000
H37 3.89692 4.09866 3.98314  -0.0001
H38 3.65862 4.38064 5.70760  0.0001
H39 3.02230 5.52749 4.53292  0.0000
O3 1.64444 -5.77138 -2.15483  0.0068
S1 2.37958 -4.59470 -1.86390  0.0163
O4 3.71212 -4.69811 -1.32877  0.0391
N3 1.48331 -3.57834 -0.82665  0.1266
C34 1.33082 -2.30496 -1.39292  0.3884
O5 0.24600 -1.07706 0.46510  -0.0107
C35 1.77933 -2.19208 -2.74233  0.0005
C36 1.73030 -1.11912 -3.63512  0.1247
C37 2.20051 -1.30968 -4.92288  -0.0621
C38 2.69906 -2.54516 -5.33980  0.1129
C39 2.75802 -3.62185 -4.46262  -0.0403
C40 2.30941 -3.41564 -3.17523  0.0924
H40 1.30881 -0.16859 -3.33325  0.0220
H41 2.16716 -0.49062 -5.62864  -0.0011
H42 3.04640 -2.66696 -6.35631  0.0052
H43 3.15244 -4.57999 -4.77495  0.0012